[1]
Formula: C14H15N3O3S
Source: OMol25
Level of theory: the ωB97M-V functional and the def2-TZVPD basis

Values from the calculation:
* SMILES: CCC(=O)Nc1ccc(S(=O)(=O)Nc2ccccn2)cc1
* energy relative to the best compared isomer or geometry (same formula, charge and spin): 29.6 kcal per mole
* net charge: 0
* DFT total energy: -36209.815 eV

Positions of all 36 atoms, in Å:
C -5.999 -1.552 0.771
C -5.947 -0.315 -0.128
C -4.548 -0.124 -0.687
O -4.244 -0.398 -1.822
N -3.676 0.367 0.252
C -2.317 0.635 0.133
C -1.614 0.455 -1.060
C -0.263 0.743 -1.109
C 0.384 1.205 0.021
C -0.297 1.391 1.209
C -1.647 1.108 1.266
H -2.191 1.254 2.188
H 0.240 1.767 2.065
S 2.130 1.541 -0.047
O 2.524 2.298 1.105
O 2.496 2.033 -1.338
N 2.701 -0.050 0.098
C 4.040 -0.393 -0.046
N 4.465 -1.364 0.754
C 5.719 -1.771 0.636
C 6.615 -1.229 -0.266
C 6.165 -0.208 -1.096
C 4.856 0.220 -0.998
H 4.460 1.005 -1.619
H 6.830 0.246 -1.816
H 7.630 -1.587 -0.320
H 6.007 -2.567 1.310
H 2.298 -0.521 0.896
H 0.301 0.624 -2.020
H -2.134 0.096 -1.932
H -4.062 0.557 1.167
H -6.252 0.572 0.431
H -6.626 -0.449 -0.970
H -5.336 -1.449 1.628
H -5.699 -2.434 0.210
H -7.011 -1.705 1.136

[2]
Formula: C14H15N4OPd
Source: OMol25
Level of theory: the ωB97M-V functional and the def2-TZVPD basis

Values from the calculation:
* energy relative to the best compared isomer or geometry (same formula, charge and spin): 10.1 kcal per mole
* net charge: +1
* DFT total energy: -26242.751 eV

Positions of all 35 atoms, in Å:
Pd -1.081 -0.450 -0.265
C 3.709 -0.495 -3.053
C 4.165 -0.464 -1.737
C 3.269 -0.455 -0.686
C 1.906 -0.469 -0.965
C 1.441 -0.503 -2.270
C 2.350 -0.520 -3.319
N 0.918 -0.479 0.095
N 1.393 -0.559 1.237
C 0.481 -0.674 2.342
C 1.072 -0.627 3.589
C 0.243 -0.761 4.698
C -1.114 -0.935 4.498
C -1.605 -0.976 3.196
N -0.821 -0.848 2.132
H 4.419 -0.503 -3.868
H 5.227 -0.451 -1.533
H 3.615 -0.439 0.337
H 0.375 -0.530 -2.456
H 1.994 -0.554 -4.339
H 2.140 -0.494 3.676
H 0.658 -0.733 5.696
H -1.792 -1.050 5.331
H -2.660 -1.119 3.002
N -4.629 1.219 -1.357
C -3.367 0.830 -1.239
O -3.087 -0.231 -0.635
C -2.253 1.620 -1.843
C -1.002 1.423 -0.992
H -5.364 0.643 -0.975
H -4.873 2.061 -1.846
H -2.517 2.673 -1.976
H -2.099 1.200 -2.842
H -1.020 2.025 -0.082
H -0.092 1.624 -1.550

no.,E_LUMO (eV)
1,0.38
2,-4.20